Record 1
Entry from the Open Molecules 2025 dataset: a structure of composition C5H24O7 in a non-equilibrium geometry (ωB97M-V with the def2-TZVPD basis set).

As for the electronic energy: -19892.879 eV. The relative energy (zero: lowest compared OMol25 entry of this formula, charge and spin) comes out at 314.4 kcal per mole.

Last column: natural (NBO) charge in e.
CARTESIAN COORDINATES (ANGSTROEM)
O 2.29 1.13 0.72  -0.97
H -1.61 0.99 1.21  0.20
H 2.65 0.53 -3.23  0.20
H 2.64 1.79 0.12  0.45
H 0.54 -0.84 -0.29  0.23
H 1.03 2.28 -3.02  0.48
H -0.68 0.39 -0.48  0.22
H -1.98 -3.93 0.71  0.17
H 2.63 -0.82 -2.17  0.23
H 3.04 0.71 -1.50  0.21
C 0.38 0.20 -0.58  -0.68
H 0.06 2.58 1.39  0.51
C -1.28 -0.04 1.26  -0.34
H -2.41 2.69 -0.40  0.49
O 0.40 1.73 1.12  -0.87
O 0.07 -0.27 1.76  -0.75
H 0.47 0.59 1.59  0.47
O 0.73 2.04 -2.14  -0.77
H -1.33 -2.52 1.99  0.44
H -1.39 -0.38 0.23  0.20
H -1.73 -3.63 -1.03  0.17
H -1.83 -0.78 1.85  0.21
O -1.51 -1.99 0.10  -0.79
H -0.36 -3.59 0.03  0.18
O -0.54 -2.27 2.46  -0.97
C 0.95 0.62 -1.96  0.10
O -2.26 2.13 0.36  -0.92
H 0.28 1.70 0.17  0.58
H 0.32 0.23 -2.75  0.16
H -0.64 -1.65 0.32  0.52
H 0.89 0.70 0.25  0.22
H 1.44 1.48 1.00  0.41
C -1.42 -3.35 -0.02  -0.26
H -0.36 -1.37 2.18  0.46
H -1.84 2.70 1.00  0.46
C 2.37 0.24 -2.22  -0.64

Record 2
Entry from the Open Molecules 2025 dataset: a cluster of 7 separate species, C5H25N2O7 in total in a non-equilibrium geometry (ωB97M-V with the def2-TZVPD basis set).

The charge is -1. As for the electronic energy: -22901.027 eV. The relative energy (zero: lowest compared OMol25 entry of this formula, charge and spin) comes out at 103.3 kcal per mole.

Last column: natural (NBO) charge in e.
CARTESIAN COORDINATES (ANGSTROEM)
H 2.97 -0.65 -2.99  0.46
H 1.26 -2.27 1.66  0.20
O -1.74 -3.46 0.02  -0.97
C 1.25 -1.22 1.19  -0.45
H -0.79 -0.84 1.58  0.16
H -0.88 1.99 -1.03  0.43
H 1.71 2.20 -0.69  0.51
H 0.12 -1.60 -1.01  0.36
H -1.89 1.25 -0.11  0.36
H 3.21 -1.58 0.05  0.19
O -0.48 2.66 1.87  -0.94
H 1.92 -1.23 -0.94  0.22
H 2.52 1.10 1.10  0.11
N -0.52 -0.98 -0.54  -0.72
H -0.88 -3.69 -0.10  0.47
H -3.20 -0.17 -0.46  0.50
H -1.97 -2.58 -0.03  0.49
H -3.83 0.46 1.99  0.50
C 2.29 -1.00 0.09  -0.46
H -3.51 -1.68 -0.20  0.46
H -1.67 -0.59 -2.37  0.17
H 1.29 3.54 0.20  0.45
C -1.02 0.03 -1.63  -0.06
O 0.89 2.95 -0.38  -1.09
H 1.49 -0.84 2.19  0.22
H 0.12 2.20 1.42  0.48
H 1.96 0.38 -2.39  0.52
H -0.03 0.56 0.85  0.20
H 3.97 0.55 0.44  0.10
O -3.78 -0.86 0.03  -0.96
H -0.01 0.36 -2.12  0.21
C 0.00 -0.59 0.82  -0.21
N -1.62 1.25 -1.11  -0.92
O 2.51 1.06 -0.88  -0.92
H -2.41 -0.09 2.62  0.48
H -1.32 2.59 1.61  0.46
O -2.86 0.61 2.15  -0.97
C 2.88 0.49 0.24  0.00
O 2.03 -0.28 -3.17  -1.01

Record 3
Entry from the Open Molecules 2025 dataset: a cluster of 7 separate species, C5H25N2O7 in total in a non-equilibrium geometry (ωB97M-V with the def2-TZVPD basis set).

The charge is +1. As for the electronic energy: -22898.400 eV. The relative energy (zero: lowest compared OMol25 entry of this formula, charge and spin) comes out at 22.6 kcal per mole.

Last column: natural (NBO) charge in e.
CARTESIAN COORDINATES (ANGSTROEM)
N -0.82 0.68 -0.19  -0.71
O -1.12 3.35 -1.28  -0.96
H -1.44 -0.11 -0.10  0.44
H 1.73 -1.11 -1.59  0.24
H -2.21 2.62 2.81  0.48
H 0.12 0.75 -1.93  0.23
C -0.15 -2.03 -3.25  -0.61
H -2.28 -1.21 1.66  0.48
H -0.24 -1.03 2.90  0.51
O -0.52 -1.31 2.00  -0.99
H -1.23 -1.69 -1.29  0.18
C 1.43 1.44 -0.47  0.66
O -0.06 0.51 4.03  -0.92
H 0.93 -2.13 -3.42  0.20
C 0.80 -1.08 -1.04  -0.43
H -1.25 1.58 -0.49  0.49
H -0.48 -1.05 -3.56  0.21
O 0.88 2.32 0.19  -0.67
H -0.58 -2.94 -3.66  0.23
H 4.25 -1.87 -1.10  0.49
H -3.12 1.88 1.78  0.49
C 0.45 0.38 -0.97  -0.12
H -1.00 0.71 3.86  0.48
H 3.08 2.39 -0.38  0.42
H -3.67 -1.85 2.08  0.48
H 4.31 -1.10 0.21  0.49
O -2.27 2.32 1.90  -0.97
H -0.15 -0.19 4.70  0.47
H -0.13 -3.01 -1.36  0.21
H -0.43 -2.27 2.02  0.49
O -3.24 -1.16 1.57  -0.99
H 0.91 -1.49 -0.05  0.23
N 2.75 1.51 -0.72  -0.80
H -1.42 4.12 -0.79  0.50
H -0.56 0.97 0.75  0.47
O 3.86 -1.12 -0.64  -0.97
H 3.30 0.78 -1.15  0.44
H -0.17 3.42 -1.29  0.49
C -0.26 -1.99 -1.70  -0.39

Record 4
Entry from the Open Molecules 2025 dataset: a cluster of 8 separate species, C5H25N2O8 in total in a non-equilibrium geometry (ωB97M-V with the def2-TZVPD basis set).

The charge is +2. Its spin multiplicity is 2. As for the electronic energy: -24929.683 eV. The relative energy (zero: lowest compared OMol25 entry of this formula, charge and spin) comes out at 104.0 kcal per mole.

Last column: natural (NBO) charge in e.
CARTESIAN COORDINATES (ANGSTROEM)
H -0.09 -2.07 -1.24  0.47
O -2.55 -0.57 -0.18  -0.98
O 0.16 -1.43 -0.57  -1.01
H -3.29 -2.19 -1.56  0.47
O 1.69 -0.43 1.18  -0.48
H -0.47 0.36 -1.74  0.51
H 2.86 -0.03 -2.39  0.46
H -0.55 -1.73 0.15  0.52
H 0.40 2.93 -0.40  0.27
H 3.77 0.72 -0.61  0.25
O 0.40 0.90 3.63  -0.94
H 1.11 -0.31 -2.24  0.47
C 2.68 0.09 1.58  0.44
C 3.09 1.58 -0.31  -0.48
H -1.10 -1.77 -2.90  0.51
O -3.19 1.05 2.01  -0.99
C 0.61 1.99 -0.89  0.10
H -1.79 -2.38 2.07  0.49
H -3.24 -2.89 -0.27  0.48
H 3.45 2.62 -0.56  0.30
O -2.84 -2.88 -1.18  -0.94
H 1.27 0.42 3.42  0.47
H -0.72 -1.15 -4.16  0.49
H -0.69 2.00 -2.37  0.47
H 1.86 1.94 1.47  0.24
H -1.50 1.49 -1.08  0.49
C 1.79 1.23 -1.05  0.36
O -1.28 -2.49 1.33  -0.96
H 3.69 2.13 1.68  0.26
H -0.31 0.64 3.01  0.47
H -2.85 0.17 0.39  0.49
H 3.22 -0.39 2.26  0.16
H -3.28 0.75 3.04  0.52
N -0.56 1.35 -1.51  -0.77
H -1.07 -3.46 1.70  0.53
N 1.90 0.38 -2.14  -0.66
H -2.24 -1.12 0.49  0.47
O -0.54 -1.06 -3.32  -0.96
H -2.69 1.95 2.08  0.49
C 2.87 1.66 1.19  -0.48

Record 5
Entry from the Open Molecules 2025 dataset: a cluster of 7 separate species, C5H25N3O6 in total in a non-equilibrium geometry (ωB97M-V with the def2-TZVPD basis set).

The charge is +1. Its spin multiplicity is 2. As for the electronic energy: -22334.350 eV.

Last column: natural (NBO) charge in e.
CARTESIAN COORDINATES (ANGSTROEM)
C 0.16 -3.71 1.06  -0.62
H 3.49 0.79 2.00  0.47
N -1.73 0.31 -1.71  -0.74
H 1.78 -2.49 -1.37  0.37
C 0.03 -2.74 -0.13  -0.06
H -0.93 0.75 -1.33  0.44
C 0.06 -1.32 0.36  -0.39
H 1.57 1.12 -1.64  0.49
H -1.43 2.95 -0.32  0.45
H 0.69 3.16 1.59  0.47
O 2.65 0.17 -0.77  -0.92
H -3.74 -0.63 -1.16  0.26
O 1.63 3.24 1.59  -0.96
O -2.14 2.98 1.62  -0.92
H -0.48 -4.51 0.65  0.23
H 0.50 -0.75 -0.53  0.21
O 1.17 1.19 -2.55  -1.05
H -2.07 3.06 -1.60  0.46
H -1.11 -2.75 -0.36  0.18
H 0.36 -2.92 -2.07  0.36
H -1.85 0.12 -2.73  0.45
H -2.58 2.10 1.55  0.45
H -1.25 -1.49 1.93  0.28
C -1.18 -0.81 1.09  -0.31
H -0.87 0.26 1.27  0.24
H 2.41 1.07 2.94  0.47
N 0.95 -3.08 -1.22  -0.81
H 1.83 4.04 1.03  0.49
H 0.81 -1.16 1.14  0.28
H 1.17 -4.00 1.33  0.24
O -1.34 3.47 -1.03  -0.91
H -2.79 3.42 1.12  0.48
H 2.27 -0.35 -1.54  0.49
C -2.64 -0.42 -0.86  0.29
H 1.28 1.97 -3.18  0.52
O 2.87 0.26 2.57  -0.94
H 3.07 0.94 -1.07  0.49
H -0.26 -3.30 2.02  0.19
N -2.35 -0.95 0.29  -0.11

Record 6
Entry from the Open Molecules 2025 dataset: a cluster of 7 separate species, C5H25NO6 in total in a non-equilibrium geometry (ωB97M-V with the def2-TZVPD basis set).

As for the electronic energy: -19365.003 eV. As for the SMILES: CCCCNC.O.O.O.O.O.O. The relative energy (zero: lowest compared OMol25 entry of this formula, charge and spin) comes out at 31.8 kcal per mole.

Last column: natural (NBO) charge in e.
CARTESIAN COORDINATES (ANGSTROEM)
H -1.50 -1.86 1.57  0.48
H -0.57 2.64 -3.27  0.21
H -0.36 0.34 -3.29  0.20
H 1.06 2.85 2.81  0.18
H 0.01 3.55 0.21  0.16
C -0.56 2.21 -2.27  -0.41
H 1.49 1.72 -1.74  0.21
C 1.12 1.89 2.26  -0.41
H 1.79 0.05 0.42  0.51
H 0.26 1.22 2.25  0.19
H -0.41 1.84 0.16  0.18
H 1.80 -1.75 -1.95  0.48
H -1.77 -1.94 -0.23  0.51
H 0.91 -2.07 -3.07  0.46
C -0.77 0.68 -2.34  -0.62
O 1.08 -2.35 -2.16  -0.93
H 3.09 -0.37 -0.45  0.48
H 1.32 3.42 -1.66  0.20
H -1.78 0.31 -2.14  0.21
H -1.44 2.58 -1.73  0.20
N 1.49 2.18 0.88  -0.67
C 0.76 2.48 -1.54  -0.41
H 1.89 1.30 2.77  0.20
C 0.41 2.54 -0.02  -0.20
H -3.51 -1.28 1.60  0.50
H 2.32 2.74 0.83  0.36
O -0.63 -1.49 1.69  -0.97
H 1.83 -2.40 0.50  0.49
O 2.20 -0.56 -0.20  -0.99
H -0.28 0.16 -1.51  0.22
H -2.68 -3.09 0.23  0.48
O -2.66 -2.14 0.07  -0.96
O 1.73 -3.21 1.03  -0.97
H -0.68 -0.80 2.34  0.48
H -4.25 0.21 1.60  0.48
H 1.03 -2.93 1.64  0.47
O -3.71 -0.45 2.07  -0.99